No. 1
A molecular structure, C18H38F8MnN6O18PtS8 at a distorted geometry, computed with ωB97M-V/def2-TZVPD.

## Properties
Expectation value of S²: 20.025
Total charge: +1
2S+1: 9
Gap between HOMO and LUMO (spin up / spin down), eV: 5.778 / 3.872
Total energy, eV: -208037.3001

Element x y z (Å)
Pt: 2.25 -2.01 -3.30
Mn: 1.67 -5.26 -6.69
N: 0.45 -2.00 -4.31
S: -0.35 -3.43 -4.67
O: 0.10 -4.15 -5.83
O: -1.66 -3.73 -4.07
F: 0.45 -4.07 -3.38
S: -0.68 -1.36 -5.07
O: -1.77 -0.78 -4.27
O: -0.91 -1.57 -6.47
F: 0.26 -0.11 -5.15
N: 0.36 -0.34 0.81
S: -0.22 -0.90 -0.76
O: 0.73 -1.65 -1.55
O: -1.45 -0.32 -1.32
F: -0.98 -2.12 -0.14
S: 0.06 1.18 0.50
O: -1.09 1.87 1.09
O: 0.58 1.83 -0.64
F: 1.25 1.64 1.53
N: 1.94 -6.00 -4.89
S: 3.26 -5.61 -3.64
O: 3.69 -6.55 -2.62
O: 3.19 -4.20 -3.35
F: 4.43 -5.80 -4.70
S: 1.53 -7.28 -4.01
O: 0.87 -6.94 -2.81
O: 2.36 -8.47 -4.16
F: 0.28 -7.82 -4.88
N: 0.54 -5.72 -8.19
S: -0.19 -7.21 -8.52
O: 0.11 -7.78 -9.79
O: -1.41 -7.50 -7.75
F: 0.96 -7.99 -7.55
S: -0.44 -4.99 -9.11
O: -1.75 -4.86 -8.53
O: -0.24 -4.89 -10.57
F: 0.23 -3.49 -8.75
C: -2.91 -7.07 -4.49
C: -3.34 -7.40 -3.03
C: -2.75 -8.83 -2.89
C: -2.62 -9.14 -1.38
C: -1.74 -8.15 -0.65
C: -2.23 -6.66 -0.75
N: -2.59 -6.41 -2.16
O: -3.13 -5.06 -2.37
C: -3.45 -6.56 0.23
C: -1.08 -5.82 -0.37
C: -4.90 -7.37 -2.92
H: -3.12 -6.03 -4.74
H: -3.23 -7.70 -5.32
H: -1.83 -7.07 -4.36
H: -3.38 -9.48 -3.49
H: -1.83 -8.97 -3.47
H: -2.24 -10.16 -1.29
H: -3.62 -9.13 -0.96
H: -0.79 -8.06 -1.18
H: -1.51 -8.46 0.37
H: -3.06 -6.62 1.25
H: -4.02 -5.64 0.11
H: -4.26 -7.24 -0.04
H: -1.20 -4.74 -0.50
H: -0.75 -5.92 0.66
H: -0.21 -5.95 -1.00
H: -5.28 -6.66 -3.65
H: -5.04 -6.95 -1.92
H: -5.29 -8.37 -2.76
H: -2.36 -4.67 -2.79
C: 2.80 6.28 -8.22
C: 1.68 5.67 -7.30
C: 0.39 5.94 -8.09
C: 0.14 4.92 -9.19
C: 0.32 3.44 -8.64
C: 1.71 3.21 -8.09
N: 1.99 4.24 -7.06
O: 3.19 3.93 -6.41
C: 1.59 1.73 -7.55
C: 2.78 3.17 -9.23
C: 1.68 6.50 -5.97
H: 3.85 6.02 -8.09
H: 2.71 7.36 -8.06
H: 2.61 6.19 -9.30
H: -0.47 6.15 -7.45
H: 0.50 6.89 -8.61
H: 0.83 4.99 -10.03
H: -0.89 5.11 -9.46
H: 0.00 2.65 -9.32
H: -0.43 3.37 -7.87
H: 2.56 1.27 -7.37
H: 1.10 1.83 -6.58
H: 0.98 1.13 -8.22
H: 3.80 3.25 -8.86
H: 2.83 2.26 -9.83
H: 2.72 4.09 -9.82
H: 1.07 6.07 -5.18
H: 1.16 7.45 -6.06
H: 2.65 6.63 -5.49
H: 3.88 4.06 -7.05

No. 2
2 unconnected molecules or ions with the total composition C2H11N2O at a distorted geometry, computed with ωB97M-V/def2-TZVPD.

## Properties
Total charge: +1
Gap between HOMO and LUMO, eV: 9.980
Relative energy (zero: lowest compared OMol25 entry of this formula, charge and spin), kJ/mol: 145.8
Total energy, eV: -7272.7641

Element x y z (Å)
C: 0.80 0.95 -0.64
N: -0.50 1.38 -1.16
C: 0.90 -0.58 -1.10
N: -0.28 -1.25 -0.43
H: 0.88 0.98 0.42
H: 1.58 1.50 -1.13
H: -0.92 1.88 -0.42
H: -0.49 1.56 -2.15
H: 1.93 -0.88 -0.60
H: 1.03 -0.66 -2.16
H: 0.17 -2.17 -0.12
H: -0.52 -0.79 0.53
H: -1.18 -1.35 -0.92
H: -0.90 -1.12 3.19
H: -0.03 0.19 3.04
O: -0.79 -0.29 2.73

No. 3
13 unconnected molecules or ions with the total composition H26O13 at a distorted geometry, computed with ωB97M-V/def2-TZVPD.

## Properties
Gap between HOMO and LUMO, eV: 8.317
Relative energy (zero: lowest compared OMol25 entry of this formula, charge and spin), kJ/mol: 628.7
Total energy, eV: -27035.4309

Element x y z (Å)
H: 0.60 -0.59 -0.56
H: -0.40 0.52 -0.81
H: 3.06 -3.08 0.74
H: 4.37 -3.16 -0.01
H: 3.40 -1.08 -0.48
H: 3.96 0.05 -1.34
H: -1.93 -2.31 1.79
H: -3.28 -2.71 1.21
H: -1.15 2.13 0.14
H: -0.47 1.36 1.26
H: 0.73 -2.78 2.90
H: 0.33 -2.79 1.43
H: -3.66 4.33 2.17
H: -2.81 3.35 1.38
H: -0.15 3.24 -0.96
H: 0.68 4.42 -1.43
H: 2.76 1.72 -1.37
H: 3.35 3.08 -1.72
H: 4.11 0.84 2.25
H: 3.52 2.14 1.73
H: -1.31 -2.13 -1.49
H: -1.91 -3.52 -1.54
H: -2.69 1.31 -0.87
H: -4.15 1.04 -0.58
H: -3.15 -1.87 -2.98
H: -4.40 -2.21 -2.18
O: -0.05 -0.03 -0.11
O: 3.61 -3.69 0.24
O: 4.22 -0.60 -0.68
O: -2.73 -2.81 2.00
O: -1.33 1.50 0.84
O: 1.09 -2.65 2.02
O: -2.78 4.22 1.79
O: 0.64 3.73 -0.75
O: 3.29 2.17 -2.04
O: 3.35 1.19 1.76
O: -2.00 -2.68 -1.09
O: -3.27 0.65 -0.49
O: -3.44 -2.30 -2.17

No. 4
10 unconnected molecules or ions with the total composition C55H134N10O10 at a distorted geometry, computed with ωB97M-V/def2-TZVPD.

## Properties
Gap between HOMO and LUMO, eV: 8.603
Relative energy (zero: lowest compared OMol25 entry of this formula, charge and spin), kJ/mol: 271.5
Total energy, eV: -94573.3830

Element x y z (Å)
C: -5.90 3.48 5.28
C: -4.41 3.49 5.72
C: -3.53 3.94 4.57
O: -4.11 5.01 3.88
C: -3.73 5.07 2.54
N: -4.26 4.50 6.79
H: -6.52 3.11 6.10
H: -6.05 2.80 4.42
H: -6.22 4.45 4.91
H: -4.20 2.51 6.14
H: -3.40 3.06 3.92
H: -2.51 4.14 4.92
H: -3.97 4.20 1.90
H: -2.63 5.15 2.58
H: -4.04 5.86 1.86
H: -4.42 5.43 6.43
H: -4.97 4.32 7.49
C: -2.07 9.74 -3.26
C: -2.08 8.35 -3.87
C: -2.57 7.22 -2.97
O: -2.27 5.99 -3.63
C: -2.77 4.86 -2.97
N: -2.96 8.53 -5.07
H: -1.38 9.86 -2.40
H: -3.02 10.16 -2.93
H: -1.61 10.45 -3.94
H: -1.14 8.01 -4.32
H: -3.65 7.32 -2.84
H: -2.08 7.25 -2.00
H: -2.17 4.04 -3.38
H: -3.84 4.63 -3.06
H: -2.36 4.87 -1.95
H: -3.92 8.31 -4.86
H: -2.69 7.81 -5.74
C: 4.55 -2.92 1.26
C: 4.19 -4.35 1.65
C: 2.74 -4.47 2.20
O: 2.50 -3.85 3.44
C: 3.13 -4.47 4.55
N: 4.53 -5.39 0.70
H: 5.43 -2.98 0.60
H: 4.73 -2.24 2.09
H: 3.81 -2.48 0.58
H: 4.79 -4.59 2.53
H: 2.58 -5.55 2.30
H: 2.08 -4.14 1.39
H: 2.58 -5.33 4.92
H: 3.11 -3.70 5.33
H: 4.19 -4.65 4.36
H: 4.62 -5.10 -0.26
H: 5.38 -5.90 0.89
C: 8.02 1.35 3.71
C: 6.83 1.65 2.81
C: 5.47 1.43 3.49
O: 5.37 0.06 3.88
C: 4.14 -0.25 4.48
N: 6.80 3.09 2.43
H: 7.88 0.40 4.22
H: 8.06 2.02 4.58
H: 8.97 1.43 3.18
H: 6.92 1.02 1.92
H: 4.82 1.66 2.64
H: 5.24 1.94 4.43
H: 3.36 -0.04 3.73
H: 3.96 0.37 5.36
H: 3.86 -1.29 4.66
H: 7.38 3.29 1.62
H: 5.88 3.10 1.99
C: 1.15 -5.80 -6.43
C: 0.98 -6.43 -5.04
C: 0.15 -5.52 -4.11
O: 0.85 -4.29 -3.91
C: 1.77 -4.34 -2.86
N: 0.28 -7.73 -5.30
H: 1.96 -5.06 -6.36
H: 0.30 -5.17 -6.68
H: 1.47 -6.52 -7.17
H: 2.02 -6.55 -4.77
H: 0.01 -6.03 -3.15
H: -0.82 -5.28 -4.56
H: 2.25 -5.33 -2.81
H: 1.49 -4.22 -1.81
H: 2.61 -3.67 -3.08
H: -0.72 -7.58 -5.10
H: 0.47 -8.30 -4.47
C: 1.48 0.18 -5.61
C: 1.88 0.87 -4.33
C: 3.05 1.86 -4.56
O: 4.08 1.24 -5.31
C: 5.29 0.90 -4.64
N: 0.77 1.58 -3.69
H: 1.01 0.86 -6.32
H: 0.76 -0.61 -5.41
H: 2.36 -0.34 -5.99
H: 2.29 0.13 -3.64
H: 3.40 2.31 -3.62
H: 2.73 2.65 -5.25
H: 5.85 1.83 -4.57
H: 5.83 0.26 -5.34
H: 5.12 0.40 -3.68
H: -0.08 1.07 -3.52
H: 0.53 2.43 -4.19
C: 5.58 2.65 -1.25
C: 4.87 3.83 -0.65
C: 3.92 4.51 -1.64
O: 3.86 5.91 -1.34
C: 2.77 6.64 -1.78
N: 4.14 3.27 0.50
H: 6.16 2.88 -2.16
H: 4.84 1.93 -1.64
H: 6.18 2.02 -0.59
H: 5.57 4.57 -0.25
H: 2.90 4.11 -1.70
H: 4.39 4.49 -2.63
H: 2.88 7.05 -2.80
H: 2.71 7.50 -1.11
H: 1.77 6.17 -1.79
H: 3.55 4.01 0.87
H: 3.49 2.54 0.25
C: -0.87 3.58 -0.06
C: -0.27 2.42 0.76
C: -1.42 1.75 1.48
C: -1.07 0.37 2.13
C: -0.21 -0.51 1.16
C: 0.91 0.21 0.42
N: 0.48 1.50 -0.06
O: 1.48 2.19 -0.80
C: 2.08 0.37 1.43
C: 1.49 -0.69 -0.69
C: 0.64 3.16 1.79
H: -1.18 3.21 -1.04
H: -0.10 4.31 -0.35
H: -1.56 4.26 0.43
H: -1.78 2.29 2.36
H: -2.36 1.67 0.93
H: -1.95 -0.19 2.41
H: -0.49 0.48 3.05
H: -0.82 -1.12 0.48
H: 0.23 -1.37 1.68
H: 2.57 -0.60 1.52
H: 2.84 0.95 0.92
H: 1.78 0.96 2.29
H: 1.85 -1.65 -0.34
H: 0.66 -0.96 -1.36
H: 2.26 -0.24 -1.31
H: 0.54 2.80 2.81
H: 0.40 4.23 1.88
H: 1.68 3.23 1.48
H: 1.12 2.30 -1.69
C: -3.20 -0.21 -4.13
C: -2.89 -1.40 -3.24
C: -2.86 -0.85 -1.80
C: -4.21 -0.46 -1.17
C: -5.16 -1.68 -1.25
C: -5.17 -2.33 -2.65
N: -3.78 -2.56 -3.09
O: -3.76 -3.36 -4.27
C: -5.91 -3.66 -2.52
C: -5.99 -1.47 -3.67
C: -1.46 -1.82 -3.55
H: -4.25 0.08 -4.20
H: -2.93 -0.39 -5.18
H: -2.72 0.73 -3.86
H: -2.39 -1.58 -1.13
H: -2.22 0.04 -1.78
H: -4.60 0.37 -1.77
H: -4.07 -0.14 -0.14
H: -6.09 -1.17 -0.97
H: -5.01 -2.34 -0.39
H: -5.83 -4.15 -3.49
H: -5.22 -4.32 -1.97
H: -6.89 -3.53 -2.09
H: -6.95 -1.97 -3.82
H: -6.25 -0.47 -3.33
H: -5.50 -1.49 -4.64
H: -0.88 -0.90 -3.58
H: -1.44 -2.26 -4.56
H: -1.00 -2.57 -2.91
H: -3.15 -4.06 -4.03
C: -2.70 -6.62 2.56
C: -2.09 -5.45 3.40
C: -1.20 -4.59 2.51
C: -0.81 -3.32 3.21
C: -2.03 -2.52 3.64
C: -2.99 -3.36 4.59
N: -3.24 -4.64 3.89
O: -4.03 -5.36 4.83
C: -2.19 -3.43 5.93
C: -4.24 -2.49 4.71
C: -1.27 -6.17 4.47
H: -3.44 -6.28 1.84
H: -3.16 -7.26 3.31
H: -1.94 -7.18 2.02
H: -0.27 -5.11 2.29
H: -1.80 -4.25 1.66
H: 0.00 -2.75 2.74
H: -0.33 -3.51 4.18
H: -2.58 -2.25 2.73
H: -1.69 -1.62 4.15
H: -2.81 -4.02 6.61
H: -1.23 -3.91 5.90
H: -2.09 -2.42 6.32
H: -3.94 -1.46 4.90
H: -4.87 -2.44 3.83
H: -4.81 -2.80 5.59
H: -0.43 -5.60 4.88
H: -0.73 -7.05 4.10
H: -1.91 -6.55 5.28
H: -4.90 -5.47 4.43

No. 5
C4H9NO in the gas phase at a distorted geometry, computed with ωB97M-V/def2-TZVPD.

## Properties
Gap between HOMO and LUMO, eV: 10.761
Relative energy (zero: lowest compared OMol25 entry of this formula, charge and spin), kJ/mol: 101.0
Total energy, eV: -7831.2732

Element x y z (Å)
C: 0.57 -1.30 1.14
C: 0.83 0.17 0.87
C: -0.44 0.91 0.39
N: -1.00 0.37 -0.87
C: -0.43 0.43 -2.10
O: 0.62 0.88 -2.47
H: 1.48 -1.82 1.46
H: -0.19 -1.43 1.92
H: 0.21 -1.80 0.23
H: 1.61 0.30 0.12
H: 1.20 0.66 1.79
H: -0.19 1.98 0.26
H: -1.20 0.87 1.18
H: -1.85 -0.12 -1.17
H: -1.21 -0.09 -2.76

No. 6
6 unconnected molecules or ions with the total composition C43H67IN2O7 at a distorted geometry, computed with ωB97M-V/def2-TZVPD.

## Properties
Gap between HOMO and LUMO, eV: 7.931
Total energy, eV: -71087.3167

Element x y z (Å)
C: -0.55 1.52 4.52
C: 0.43 0.72 3.53
C: 1.75 1.62 3.43
C: 0.74 -0.75 4.04
C: -0.21 -1.84 3.37
C: -0.06 -1.82 1.80
N: -0.98 -1.10 1.11
C: -0.68 -1.16 -0.24
C: -1.58 -0.39 -1.16
C: -1.39 -0.32 -2.59
O: -2.30 0.41 -3.35
C: -3.67 0.01 -3.13
C: -4.39 1.22 -2.39
C: -4.59 2.42 -3.40
O: -5.69 0.80 -1.94
C: -0.21 -1.03 -3.22
C: -0.04 -0.88 -4.76
C: 0.08 0.65 -5.25
C: 0.72 1.61 -4.19
C: 2.17 1.64 -3.94
C: 2.76 2.51 -2.91
C: 1.95 3.42 -2.10
C: 0.50 3.43 -2.37
C: -0.09 2.55 -3.37
C: 0.68 -1.81 -2.35
C: 1.88 -2.60 -2.96
C: 3.31 -1.92 -2.79
C: 3.88 -1.49 -4.21
C: 3.38 -0.78 -1.71
C: 0.45 -1.87 -0.86
N: 1.34 -2.62 -0.11
C: 1.09 -2.59 1.21
I: 2.44 -3.68 2.49
H: -0.29 2.61 4.39
H: -0.32 1.22 5.57
H: -1.62 1.40 4.22
H: -0.05 0.77 2.52
H: 2.61 1.07 2.96
H: 2.01 1.91 4.49
H: 1.55 2.57 2.86
H: 0.54 -0.80 5.15
H: 1.83 -0.94 3.84
H: -1.26 -1.55 3.66
H: -0.05 -2.87 3.79
H: -2.46 0.14 -0.72
H: -4.20 -0.12 -4.12
H: -3.78 -0.96 -2.58
H: -3.77 1.58 -1.53
H: -5.00 3.31 -2.84
H: -3.62 2.70 -3.89
H: -5.32 2.10 -4.19
H: -5.72 0.81 -0.97
H: -0.97 -1.31 -5.24
H: 0.82 -1.44 -5.19
H: 0.76 0.69 -6.15
H: -0.97 0.99 -5.51
H: 2.83 0.97 -4.55
H: 3.87 2.53 -2.71
H: 2.37 4.08 -1.31
H: -0.16 4.11 -1.78
H: -1.19 2.61 -3.53
H: 1.90 -3.60 -2.46
H: 1.73 -2.81 -4.06
H: 4.00 -2.74 -2.42
H: 4.36 -0.48 -4.11
H: 3.08 -1.45 -5.00
H: 4.67 -2.22 -4.57
H: 4.38 -0.26 -1.83
H: 2.60 0.02 -1.82
H: 3.41 -1.21 -0.66
C: 2.62 -7.16 -2.89
C: 2.48 -6.24 -4.08
O: 2.89 -5.10 -4.04
C: 1.81 -6.79 -5.31
H: 3.12 -6.64 -2.08
H: 1.64 -7.48 -2.55
H: 3.23 -8.03 -3.17
H: 0.79 -7.09 -5.07
H: 2.38 -7.64 -5.69
H: 1.78 -6.02 -6.08
C: 6.87 2.68 -3.94
C: 6.23 2.43 -5.28
O: 5.26 1.71 -5.38
C: 6.84 3.11 -6.48
H: 6.33 2.13 -3.17
H: 7.91 2.33 -3.95
H: 6.84 3.75 -3.70
H: 7.88 2.78 -6.60
H: 6.80 4.19 -6.35
H: 6.28 2.83 -7.37
C: -5.89 1.19 5.69
C: -4.68 2.09 5.68
O: -3.57 1.65 5.87
C: -4.92 3.56 5.41
H: -5.57 0.17 5.89
H: -6.58 1.50 6.48
H: -6.38 1.21 4.72
H: -5.56 3.98 6.18
H: -5.37 3.69 4.43
H: -3.96 4.08 5.43
C: -4.50 -3.17 3.58
C: -5.74 -2.31 3.57
O: -5.82 -1.31 4.25
C: -6.87 -2.73 2.66
H: -3.78 -2.75 4.28
H: -4.76 -4.18 3.92
H: -4.06 -3.21 2.59
H: -7.23 -3.72 2.96
H: -6.53 -2.75 1.62
H: -7.69 -2.02 2.75
C: -0.22 4.01 7.81
C: 1.09 3.31 8.09
O: 1.69 2.73 7.21
C: 1.61 3.35 9.50
H: -0.47 3.90 6.75
H: -1.02 3.57 8.41
H: -0.12 5.08 8.04
H: 0.89 2.88 10.18
H: 1.79 4.38 9.80
H: 2.55 2.80 9.55